(1)
{"formula": "C32H30N5NiOS2", "method": "the ωB97M-V functional and the def2-TZVPD basis", "species": ["Ni", "C", "C", "C", "C", "C", "C", "C", "N", "N", "C", "C", "C", "C", "C", "C", "N", "C", "C", "C", "C", "C", "C", "N", "H", "H", "H", "H", "H", "H", "H", "H", "H", "H", "H", "H", "H", "H", "H", "H", "H", "H", "H", "H", "O", "S", "C", "C", "C", "C", "C", "C", "C", "C", "C", "C", "C", "C", "H", "H", "H", "H", "H", "H", "H", "H", "H", "H", "S", "C", "N"], "coordinates": [[0.19, 0.51, -2.67], [1.96, -0.87, -0.58], [1.08, -0.15, 0.43], [0.47, 2.05, -0.35], [0.40, 2.93, 0.71], [0.46, 4.29, 0.42], [0.63, 4.69, -0.90], [0.76, 3.72, -1.88], [0.68, 2.42, -1.61], [1.16, -1.33, -1.72], [2.01, -1.82, -2.80], [2.83, -0.70, -3.38], [4.18, -0.84, -3.64], [4.89, 0.25, -4.13], [4.20, 1.43, -4.37], [2.84, 1.47, -4.12], [2.17, 0.44, -3.62], [0.16, -2.32, -1.31], [-1.26, -1.80, -1.42], [-2.28, -2.45, -0.73], [-3.59, -2.05, -0.93], [-3.84, -1.04, -1.84], [-2.76, -0.43, -2.47], [-1.49, -0.78, -2.25], [2.48, -1.71, -0.09], [2.72, -0.17, -0.95], [1.69, 0.39, 1.16], [0.45, -0.86, 0.97], [0.23, 2.57, 1.71], [0.33, 5.01, 1.20], [0.64, 5.73, -1.16], [0.91, 3.99, -2.92], [1.36, -2.20, -3.59], [2.67, -2.64, -2.47], [4.68, -1.78, -3.45], [5.95, 0.17, -4.33], [4.71, 2.30, -4.75], [2.27, 2.36, -4.32], [0.34, -2.67, -0.29], [0.22, -3.19, -1.97], [-2.05, -3.26, -0.07], [-4.39, -2.54, -0.40], [-4.84, -0.72, -2.07], [-2.95, 0.36, -3.19], [0.18, 0.72, -0.24], [-1.73, 0.32, 2.40], [-2.21, -1.38, 2.66], [-1.32, -2.44, 2.61], [-1.80, -3.74, 2.69], [-3.16, -3.98, 2.81], [-4.04, -2.91, 2.86], [-3.57, -1.61, 2.78], [-0.67, 0.79, 3.76], [0.41, 0.04, 4.18], [1.24, 0.52, 5.17], [1.01, 1.77, 5.73], [-0.07, 2.53, 5.30], [-0.91, 2.04, 4.32], [-0.25, -2.29, 2.51], [-1.10, -4.56, 2.64], [-3.52, -4.99, 2.87], [-5.10, -3.09, 2.98], [-4.26, -0.78, 2.81], [0.61, -0.93, 3.75], [2.08, -0.07, 5.51], [1.68, 2.16, 6.47], [-0.27, 3.49, 5.74], [-1.76, 2.62, 3.99], [-0.73, 1.67, -4.40], [-1.68, 2.40, -3.26], [-2.33, 2.95, -2.49]], "multiplicity": 1, "orbital_gap_ev": [7.010, 7.008], "energy_ha": -3890.9189, "lumo_energy_ev": [-3.6459, -3.6483], "total_charge": 1}

***

(2)
{"formula": "C32H31AuBrNP2", "method": "the ωB97M-V functional and the def2-TZVPD basis", "species": ["Au", "N", "C", "C", "C", "C", "C", "C", "P", "C", "C", "C", "C", "C", "C", "C", "C", "C", "C", "C", "C", "H", "H", "H", "H", "H", "H", "H", "H", "H", "H", "H", "H", "H", "H", "H", "H", "C", "P", "C", "C", "C", "C", "C", "C", "C", "H", "H", "H", "H", "H", "H", "H", "H", "H", "H", "H", "Br", "C", "C", "C", "C", "C", "C", "H", "H", "H", "H"], "coordinates": [[0.36, -0.32, -0.89], [2.53, -0.63, -0.84], [3.20, -0.55, 0.47], [4.57, -0.42, 0.53], [5.19, -0.44, 1.77], [4.45, -0.60, 2.94], [3.07, -0.72, 2.86], [2.43, -0.67, 1.62], [0.65, -0.74, 1.50], [-0.04, 0.60, 2.45], [0.77, 1.57, 3.05], [0.18, 2.63, 3.73], [-1.20, 2.74, 3.79], [-2.01, 1.78, 3.19], [-1.43, 0.72, 2.52], [0.02, -2.30, 2.09], [0.15, -3.43, 1.28], [-0.25, -4.67, 1.74], [-0.81, -4.78, 3.01], [-0.96, -3.67, 3.82], [-0.55, -2.42, 3.37], [2.96, 0.00, -1.52], [2.64, -1.57, -1.20], [5.16, -0.33, -0.38], [6.27, -0.35, 1.82], [4.95, -0.64, 3.90], [2.49, -0.84, 3.77], [1.85, 1.50, 3.01], [0.81, 3.37, 4.21], [-1.65, 3.58, 4.31], [-3.09, 1.86, 3.25], [-2.06, -0.04, 2.07], [0.59, -3.34, 0.29], [-0.14, -5.55, 1.12], [-1.13, -5.76, 3.38], [-1.39, -3.77, 4.81], [-0.66, -1.55, 4.00], [-3.03, -0.32, -0.40], [-1.76, -0.88, -1.53], [-1.96, -2.65, -1.70], [-2.09, -0.13, -3.11], [-1.55, -0.69, -4.28], [-1.74, -0.07, -5.50], [-2.47, 1.12, -5.57], [-3.01, 1.68, -4.42], [-2.81, 1.07, -3.19], [-2.89, 0.73, -0.15], [-2.97, -0.91, 0.51], [-4.01, -0.47, -0.86], [-2.93, -2.83, -2.15], [-1.91, -3.12, -0.71], [-1.18, -3.09, -2.32], [-0.99, -1.62, -4.24], [-1.34, -0.51, -6.40], [-2.62, 1.60, -6.53], [-3.58, 2.60, -4.48], [-3.23, 1.52, -2.30], [1.19, 6.17, -2.63], [1.02, 4.38, -2.20], [1.45, 3.93, -0.96], [1.32, 2.58, -0.62], [0.73, 1.76, -1.56], [0.33, 2.15, -2.82], [0.47, 3.51, -3.14], [1.89, 4.62, -0.26], [1.67, 2.23, 0.34], [-0.08, 1.47, -3.55], [0.17, 3.87, -4.11]], "multiplicity": 1, "orbital_gap_ev": [5.855, 5.744], "energy_ha": -4684.6224, "lumo_energy_ev": [-7.7383, -7.9955], "total_charge": 2}